Record 1
# C19H10Br4N3O4Zr

A structure of composition C19H10Br4N3O4Zr (the ωB97M-V functional and the def2-TZVPD basis, the Open Molecules 2025 dataset).

CARTESIAN COORDINATES (ANGSTROEM)
Zr -0.1731 -0.8123 -0.1206
O -1.2271 3.6460 0.1189
C -0.1194 3.9703 0.7966
C 0.0848 5.3195 1.0845
C 1.2069 5.7254 1.7681
C 2.1709 4.8028 2.1909
C 1.9823 3.4718 1.9342
C 0.8355 3.0255 1.2404
C 0.6322 1.6094 1.0591
O -0.3052 1.1457 0.2427
N 1.3551 0.7779 1.8155
N 1.0171 -0.5110 1.6024
C 1.3329 -1.4822 2.3878
C 0.7722 -2.7815 2.0210
C 0.9055 -3.9051 2.8191
C 0.3220 -5.0937 2.4069
C -0.3856 -5.1279 1.2144
C -0.5003 -3.9653 0.4760
N 0.0619 -2.8129 0.8600
H -1.2416 2.7037 -0.0811
H -0.6558 6.0321 0.7470
H 1.3482 6.7779 1.9758
H 3.0540 5.1390 2.7155
H 2.7019 2.7317 2.2492
H 1.9403 -1.3404 3.2748
H 1.4556 -3.8421 3.7478
H 0.4160 -5.9844 3.0134
H -0.8450 -6.0409 0.8660
H -1.0632 -3.9446 -0.4485
Br -0.8242 -0.2916 -6.7970
C -1.1616 -0.5658 -4.9712
C -2.4678 -0.7634 -4.5181
Br -3.9068 -0.7749 -5.7217
C -2.7071 -0.9552 -3.1572
Br -4.4294 -1.2137 -2.4606
C -1.6550 -0.9653 -2.2528
O -1.8679 -1.1683 -0.9092
C -0.3335 -0.7884 -2.7172
O 0.6945 -0.8620 -1.8040
C -0.0987 -0.5754 -4.0648
Br 1.6788 -0.3102 -4.6039

Atoms 1-6, force components in eV/Å:
-0.16 -0.37 -0.89
-0.17 0.35 -0.02
0.36 -0.22 0.03
-0.13 0.10 -0.07
0.01 -0.04 -0.01
0.07 0.00 0.03

Net charge: +1
2S+1: 1
Electronic energy, eV: -313972.4477
Molecular weight, g mol⁻¹: 755.15


Record 2
# C5H7N

A structure of composition C5H7N (the ωB97M-V functional and the def2-TZVPD basis, the Open Molecules 2025 dataset).

CARTESIAN COORDINATES (ANGSTROEM)
C -0.4228 -1.7026 -0.8141
C -0.1984 -0.3333 -0.2174
C -1.1893 0.3298 0.6508
N -0.4344 1.3918 1.1309
C 0.8964 1.3914 0.7396
C 1.0936 0.3374 -0.1104
H 0.0205 -2.4656 -0.1598
H -1.4987 -1.9068 -0.8864
H 0.0333 -1.7996 -1.8089
H -1.0729 0.4238 -0.7221
H -0.8444 2.1249 1.7002
H 1.5923 2.1493 1.0912
H 2.0247 0.0596 -0.5935

Atoms 1-6, force components in eV/Å:
-0.02 -0.02 0.00
-0.35 0.17 0.19
0.87 0.16 -0.06
0.01 0.02 -0.05
-0.27 -0.57 -0.36
-0.26 0.54 0.47

Energy relative to the best compared isomer or geometry (same formula, charge and spin), kcal/mol: 63.7
2S+1: 1
Electronic energy, eV: -6785.7491
Molecular weight, g mol⁻¹: 81.12


Record 3
# C8H17NO3PS

A cluster of 2 separate species, C8H17NO3PS in total (the ωB97M-V functional and the def2-TZVPD basis, the Open Molecules 2025 dataset).

CARTESIAN COORDINATES (ANGSTROEM)
C 0.3102 -1.7194 4.3775
C 1.3405 -0.8529 3.6291
P 1.9183 -1.8382 2.1545
C 3.0585 -0.6487 1.2864
C 0.4025 -1.9567 1.1902
N 0.1988 -0.6785 0.4016
S 0.5807 -3.3084 -0.0296
H 0.4234 -2.7556 4.0699
H 0.4438 -1.6671 5.4557
H -0.6881 -1.4361 4.0771
H 2.1771 -0.5810 4.2630
H 0.8178 0.0362 3.2806
H 3.2910 -1.0263 0.2978
H 3.9881 -0.5390 1.8361
H 2.5966 0.3320 1.1701
H 0.3059 0.0986 1.0462
H -0.7698 -0.6882 0.1081
H 1.8632 -3.7449 0.0344
C -1.8192 3.3706 -3.4886
C -1.4051 2.1258 -2.7432
C -1.2383 0.8914 -3.6030
O -1.5556 -0.1591 -2.6933
C -2.3757 0.3431 -1.7432
O -2.9679 -0.3036 -0.9462
O -2.4357 1.7015 -1.8360
H -1.8855 4.2210 -2.8102
H -1.0963 3.6067 -4.2700
H -2.8028 3.2363 -3.9407
H -0.5021 2.3118 -2.1564
H -0.2270 0.7648 -3.9817
H -1.9475 0.8642 -4.4362

Atoms 1-6, force components in eV/Å:
0.50 -0.03 -0.19
-0.50 -0.31 -0.53
-0.11 -0.96 0.15
-0.41 0.34 0.28
0.77 0.40 -0.28
0.06 -0.27 -0.23

Net charge: -1
2S+1: 1
Electronic energy, eV: -36327.3764
Molecular weight, g mol⁻¹: 238.27